No. 1
A molecular structure, C24H35AlN3O3S, computed with ωB97M-V/def2-TZVPD.

XYZ file:
```
67
Properties=species:S:1:pos:R:3:forces:R:3
S -1.78363 0.98790 2.29445 0.13 -0.13 0.03
Al -0.89387 -0.11061 0.42728 -0.08 0.15 -0.42
O 0.91979 -0.42885 -2.21133 -0.08 0.00 -0.06
O -1.82005 0.45919 -1.07956 -0.28 -0.22 -0.03
O 0.76865 0.21991 -0.07278 -0.02 0.39 0.37
N 3.33979 0.54614 -2.65229 0.17 -0.27 0.15
N 1.52664 2.58056 -4.51810 -0.01 0.03 0.20
N -1.48220 2.10996 -0.95108 0.24 0.56 -0.15
C -1.15743 -2.13041 0.82642 -0.29 -0.40 -0.28
C -3.57162 0.63848 2.56576 0.00 -0.01 0.22
C 2.90836 -3.37434 1.39746 -0.01 -0.02 0.00
C 0.51889 2.54935 -3.96637 -0.06 -0.17 -0.36
C -1.58367 3.35069 3.69910 -0.01 -0.02 0.02
C -0.63136 -2.28419 2.16082 0.29 -0.06 -0.09
C -2.70054 1.57682 -1.47843 0.44 -0.44 -0.16
C -1.65500 2.81640 2.27980 -0.12 0.05 -0.07
C -1.08789 -2.81888 -1.61380 0.04 -0.06 -0.03
C 5.13921 0.11208 -1.10917 0.01 0.00 -0.02
C -4.59675 1.10593 1.56008 0.01 0.15 -0.02
C 3.81004 -0.15244 -0.40384 -0.04 -0.01 0.02
C 1.49196 -2.95288 1.17909 0.00 0.00 0.00
C -0.50939 2.48541 -1.85298 -0.31 -0.12 0.47
C 0.90536 -3.03345 -0.09280 0.02 0.01 0.03
C 2.80613 0.64377 -1.24373 -0.01 0.00 -0.05
C -1.92574 1.90097 -3.76456 0.05 0.08 -0.01
C 0.71307 -2.57306 2.28168 0.04 -0.04 0.08
C 4.78536 0.04210 -2.58851 -0.12 0.07 -0.01
C -0.66295 2.31344 -3.18792 0.10 0.07 0.03
C -2.93979 1.62061 -2.93627 -0.02 0.00 0.09
C -0.40254 -2.66106 -0.28812 -0.13 0.16 -0.17
C 1.38749 0.09720 -1.22991 -0.04 -0.18 0.14
C -1.48585 -2.29974 3.38589 0.01 0.10 0.01
H 2.92369 -4.29129 1.99430 0.02 0.03 -0.03
H -2.47016 3.09029 4.27855 0.03 0.01 -0.02
H -0.41328 -3.23931 -2.35607 0.00 0.00 0.02
H 3.28180 1.43091 -3.14273 -0.03 0.37 -0.15
H -2.04403 1.91192 -4.84096 -0.01 -0.01 0.04
H -1.61538 -3.34967 3.66625 0.01 0.02 0.03
H 1.47062 -3.45054 -0.91868 0.00 0.04 0.02
H -1.00439 -1.79701 4.22402 -0.02 -0.01 0.00
H 5.52878 1.09665 -0.84672 -0.03 0.00 -0.01
H -2.51510 3.20073 1.73160 0.04 -0.04 -0.02
H 4.78534 -0.97380 -2.97368 0.00 -0.03 0.01
H -3.73784 1.08434 3.54741 -0.02 -0.01 0.00
H -4.47911 0.61125 0.59776 0.00 -0.04 -0.05
H -1.53102 4.43895 3.65577 0.00 -0.01 0.00
H -3.63346 -0.43739 2.70033 0.09 -0.02 0.01
H -0.70041 2.98474 4.22116 -0.03 0.01 -0.01
H -2.23744 -2.23213 0.67235 -0.04 0.11 0.30
H 0.37097 2.92471 -1.40679 0.06 -0.05 -0.03
H -0.76202 3.03918 1.70140 0.08 0.00 0.01
H 1.15006 -2.64746 3.27289 -0.03 0.02 -0.05
H 3.45520 -2.62267 1.97076 -0.02 -0.03 -0.01
H 2.81001 1.69177 -0.94832 0.01 0.05 0.01
H 3.55906 -1.21646 -0.43045 0.00 0.02 -0.03
H 5.90095 -0.62185 -0.85727 0.01 0.00 0.02
H 3.42782 -3.57396 0.46175 -0.01 -0.02 0.03
H 3.79443 0.17604 0.63252 0.02 0.00 0.01
H -5.57911 0.81653 1.93897 0.02 0.03 0.00
H -1.45667 -1.87032 -2.01181 0.01 -0.02 0.06
H -2.48244 -1.89976 3.24134 -0.05 0.03 -0.07
H -4.61766 2.19036 1.43907 0.06 -0.06 -0.05
H -3.94453 1.43878 -3.29644 0.04 -0.05 0.00
H 5.39104 0.66800 -3.23561 0.05 -0.01 -0.01
H -1.94267 -3.49056 -1.50534 0.02 0.01 -0.01
H -3.54573 1.67622 -0.81866 -0.19 0.06 0.03
H 2.73223 -0.09422 -3.17493 -0.05 -0.05 0.02
```
Positions in Å, forces in eV/Å.

Computed properties:
Net charge   +3
HOMO   -17.959 eV
Energy relative to the best compared isomer or geometry (same formula, charge and spin)   490.4 kJ/mol
DFT total energy   -1965.2050 Eh
LUMO   -11.0 eV
Gap between HOMO and LUMO   6.98 eV

Atom charges from the Löwdin analysis, given in e for atoms 1 to 5:
1. S 1.02
2. Al 0.27
3. O 0.13
4. O -0.04
5. O 0.03

No. 2
A molecular structure, C20H35Cl2MnN2OP, computed with ωB97M-V/def2-TZVPD.

XYZ file:
```
62
Properties=species:S:1:pos:R:3:forces:R:3
Mn -0.21517 -0.11946 -0.40847 -0.95 -0.71 -0.29
Cl 0.96233 -2.05981 -0.21804 -0.15 -0.18 0.19
Cl -1.47032 1.76919 -0.68954 -0.32 0.08 0.26
P -0.07039 0.10477 -2.80309 -0.68 -0.63 -0.49
O -0.44277 -0.04074 1.69790 0.64 0.11 -0.05
N 0.15349 0.18960 3.93513 -0.60 -0.76 -1.00
N 0.92900 1.04060 4.65511 0.58 0.85 1.37
C 1.01288 1.07178 6.11459 0.35 0.01 0.17
C -2.59146 -2.70071 5.19849 0.17 0.53 0.19
C -2.33306 -1.67815 -2.67001 -0.01 -0.13 -0.20
C 0.60152 1.80839 -5.06733 -0.01 0.01 0.11
C 1.24323 2.52574 -2.71744 -0.05 0.25 -0.09
C 1.57011 1.87969 3.81105 0.14 -0.07 0.44
C -0.73366 -2.05413 3.79120 -0.13 0.70 0.42
C -1.72501 -2.96756 4.13091 0.03 -0.07 0.11
C 0.20601 1.78182 -3.57694 -0.04 0.18 0.32
C 0.64394 -2.50576 -3.67134 0.19 -0.05 0.13
C 1.24052 1.55551 2.53204 -0.36 -0.20 -0.16
C 1.01705 -1.02889 -3.83186 -0.15 0.30 0.45
C -1.84977 -0.33861 -3.28889 0.54 0.31 0.12
C -2.50038 -1.48429 5.90454 0.38 -0.55 -0.37
C 2.47971 2.95429 4.33945 -0.28 -0.34 0.17
C 0.26158 0.50196 2.57755 0.34 0.50 0.29
C -0.70665 -0.81849 4.46864 0.19 -0.09 -0.51
C 2.47074 -0.77753 -3.39769 0.23 -0.25 -0.13
C -2.08801 -0.25158 -4.79802 -0.28 -0.25 -0.03
C -1.56180 -0.52404 5.52305 -0.35 -0.23 0.05
H 3.28082 2.51757 4.95141 -0.21 0.19 -0.08
H -1.61734 -2.13220 -1.93507 -0.73 0.04 -1.00
H 2.14108 1.91332 -2.55630 -0.20 0.24 -0.07
H -1.49069 0.43811 6.04200 -0.30 -0.42 -0.35
H -0.05118 1.19003 -5.69346 0.24 0.17 0.11
H -3.11418 -0.59787 -5.00821 0.32 0.19 -0.07
H 1.09043 0.52698 -1.05192 0.41 0.33 -0.25
H 0.00554 -2.23355 3.01021 -0.41 -0.02 0.07
H -2.50636 -2.42273 -3.44469 -0.14 -0.05 -0.18
H 0.87259 -0.73015 -4.88910 0.11 -0.09 0.52
H -1.98822 0.78035 -5.15898 -0.09 -0.33 0.06
H 0.80598 2.76557 -1.74215 0.20 -0.06 -0.20
H 2.57487 -0.78345 -2.30252 -0.11 0.04 -0.32
H 0.66679 -2.78813 -2.60951 -0.08 0.00 -0.37
H 1.40239 -3.10907 -4.18901 -0.20 0.06 0.04
H -1.41597 -1.03444 -1.11780 1.33 1.38 1.68
H -1.39740 -0.90059 -5.35948 -0.22 0.19 0.10
H -0.76747 2.29243 -3.46517 0.33 -0.20 0.02
H 0.60209 2.00420 6.53955 -0.02 -0.29 -0.35
H -3.13746 -1.28546 6.75761 -0.08 -0.08 -0.11
H -1.81557 -3.89194 3.54964 0.06 0.32 0.39
H -3.32440 -3.44600 5.50289 0.10 0.21 -0.13
H -0.33658 -2.74252 -4.09597 0.18 0.05 0.08
H 1.63938 2.04177 1.66784 -0.14 0.02 -0.39
H 1.54137 3.46068 -3.21159 -0.05 -0.16 0.07
H 1.92620 3.69879 4.93193 0.14 -0.33 -0.06
H 2.92984 3.47993 3.51123 0.14 0.07 -0.24
H 3.10590 -1.58995 -3.77555 -0.07 0.18 -0.02
H -3.27153 -1.48213 -2.13373 0.22 -0.30 -0.12
H 2.07224 1.01811 6.43820 -0.58 -0.16 -0.26
H -2.40384 0.48339 -2.80458 0.22 -0.32 -0.16
H 1.64020 1.47925 -5.20964 -0.25 0.08 0.00
H 0.52431 2.84886 -5.42636 0.08 -0.36 0.12
H 2.86199 0.16406 -3.79886 -0.07 -0.13 0.16
H 0.45054 0.23317 6.53614 0.47 0.21 -0.15
```
Positions in Å, forces in eV/Å.

Computed properties:
Net charge   0
HOMO (spin up / spin down)   -7.038 / -8.004 eV
Multiplicity   4
DFT total energy   -3380.5141 Eh
LUMO (spin up / spin down)   -0.3 / 0.4 eV
<S²>   4.118
Gap between HOMO and LUMO (spin up / spin down)   6.76 / 8.41 eV

Atom charges from the Löwdin analysis, given in e for atoms 1 to 5:
1. Mn -0.06
2. Cl 0.03
3. Cl 0.07
4. P 0.94
5. O -0.14

No. 3
A molecular structure, C48H47CoN9O7S, computed with ωB97M-V/def2-TZVPD.

XYZ file:
```
113
Properties=species:S:1:pos:R:3:forces:R:3
Co 0.17284 0.88951 1.37151 -0.59 0.26 -1.11
S -0.20579 -1.39158 3.03992 -0.33 -0.42 0.27
O 2.07784 -2.23037 0.82680 0.05 0.37 -0.06
O -1.28170 -0.15487 -1.47951 0.00 -0.10 0.09
O -1.33772 4.12961 -0.11553 0.17 -0.03 0.17
O 1.48508 2.70638 5.14746 0.00 0.13 -0.02
O 1.12028 1.25208 3.46498 0.17 0.02 0.74
O -1.85256 0.46723 1.29940 0.72 0.45 -0.23
O 1.47456 1.02934 -1.92831 0.24 -0.08 0.09
N -2.88747 -0.92214 2.86536 -0.44 0.17 -0.34
N -2.12908 -1.82473 4.81354 -0.16 0.13 -0.16
N 0.02095 2.29292 -0.61882 0.31 0.11 0.28
N 0.37493 -0.86307 0.02436 -0.03 0.97 0.36
N 2.22399 1.50146 1.09985 -0.61 -0.51 0.25
N -0.76334 2.68896 2.35481 0.58 -0.32 -0.23
N 4.37270 1.20322 1.41859 -0.11 -0.01 0.04
N -0.36600 -2.23862 -1.63339 -0.06 -0.11 0.04
N -0.69497 3.69491 -2.25751 -0.09 -0.07 -0.18
C 3.75504 -2.10737 -3.27833 0.02 0.05 -0.02
C 1.89466 -3.08448 -2.09358 -0.03 -0.14 -0.02
C -0.28794 -6.58526 0.97688 -0.03 -0.03 -0.01
C 2.08230 -4.26021 -2.81803 -0.04 0.10 0.04
C -0.33521 2.01192 -4.03999 -0.05 -0.15 -0.15
C 2.73456 -2.00063 -2.34578 -0.06 -0.03 0.01
C 2.62097 3.79403 -2.69263 -0.02 -0.05 0.01
C 1.44528 3.68357 -3.42783 -0.05 0.04 -0.08
C 2.35077 5.24752 -5.03702 -0.01 0.06 -0.05
C 1.37423 -5.06078 0.14075 -0.09 0.04 -0.04
C -0.95109 -4.61487 -0.23592 0.05 0.05 -0.09
C 3.51594 5.35871 -4.29102 0.03 -0.01 0.04
C -4.13034 0.73701 -0.13715 0.09 -0.03 0.04
C -2.81778 -0.14003 1.78634 0.08 -0.72 0.64
C 0.75590 -2.94998 -1.08818 0.16 0.46 0.34
C 0.51345 1.23539 -4.82967 -0.02 0.05 0.05
C -0.43279 -0.95294 6.42493 -0.08 -0.09 -0.09
C 0.37865 -4.25025 -0.40988 0.02 -0.18 0.08
C 0.00131 0.41809 -5.82331 0.04 -0.01 -0.01
C -0.49444 -0.97150 -1.04512 -0.02 -0.10 -0.36
C -1.81276 -1.35582 3.55284 0.69 0.11 0.24
C 3.10482 -4.36499 -3.75100 0.00 -0.02 -0.06
C 0.08479 3.37052 3.32306 0.11 -0.19 0.13
C -4.13655 0.06272 1.08188 -0.05 0.14 -0.14
C 3.15592 0.61681 1.35305 0.05 0.00 -0.11
C 4.18741 2.54984 1.21074 -0.05 0.04 -0.02
C -1.70669 1.92823 -4.24830 0.07 0.08 0.04
C 0.66515 1.91876 -1.73697 -0.18 0.24 -0.37
C -6.53388 -0.14035 0.93833 -0.04 -0.01 0.00
C 5.61750 0.52767 1.68851 0.06 -0.16 -0.01
C -0.69966 3.41879 -0.88962 -0.38 -0.12 -0.29
C -6.52607 0.54268 -0.27140 0.02 -0.02 0.02
C 3.95252 -3.29097 -3.97670 0.01 -0.04 -0.02
C -2.21873 1.11554 -5.24976 -0.02 -0.04 -0.07
C 1.16644 -1.93542 0.06166 -0.05 -0.59 -0.04
C -4.02245 -0.47643 5.76166 0.08 -0.12 -0.03
C 0.25612 2.86169 -2.94103 0.13 -0.02 0.36
C -1.36840 0.36376 -6.04675 -0.02 0.01 0.00
C 1.04317 -6.21841 0.82402 0.02 -0.01 0.00
C 3.64628 4.62624 -3.11971 0.01 0.06 -0.03
C 1.32766 4.41569 -4.60990 0.00 -0.03 0.07
C -1.28156 -5.77542 0.45038 -0.02 -0.08 0.04
C 0.98238 2.34556 4.06733 -0.02 -0.10 -0.13
C -1.08965 -2.16854 5.76868 0.09 0.09 0.00
C -5.32006 0.97579 -0.80738 -0.07 0.01 -0.06
C 2.84709 2.71417 1.02193 -0.10 0.17 -0.10
C -5.34459 -0.38008 1.61095 0.03 0.01 0.03
C -3.50920 -1.82942 5.26278 -0.07 0.14 -0.02
H -1.76707 -0.26519 -6.83412 -0.02 -0.03 0.03
H -3.94812 0.25182 4.95497 -0.01 0.02 0.02
H -2.36924 2.49653 -3.60892 0.01 -0.01 0.02
H 0.67473 -0.18608 -6.42011 0.00 0.00 0.00
H -5.06973 -0.56177 6.06677 0.00 0.03 0.01
H 3.23781 -5.28862 -4.30344 0.00 0.00 0.01
H 2.29888 3.62646 0.84983 -0.03 -0.06 -0.03
H -0.47375 3.95300 4.06126 0.01 0.02 -0.01
H -1.72385 -3.97064 -0.63411 0.00 0.01 0.04
H -0.61611 -2.32758 -2.60362 0.01 0.15 -0.04
H -7.45737 0.73121 -0.79392 0.01 0.01 -0.01
H 2.40780 -4.76080 0.04233 0.03 0.01 0.02
H 0.75016 4.05613 2.79138 -0.03 0.01 0.01
H 1.57861 1.26628 -4.63951 0.00 -0.02 -0.01
H 4.40104 -1.25629 -3.46103 -0.02 0.00 0.02
H -4.12925 -2.14318 4.42364 -0.03 -0.06 0.04
H -5.33259 -0.90779 2.55482 0.02 -0.01 0.02
H -1.54581 -2.81023 6.52904 -0.01 -0.02 -0.03
H -1.16513 -0.36646 6.98382 0.04 0.02 0.02
H 0.35340 -1.27572 7.11246 -0.01 0.01 0.01
H 5.91682 -0.09788 0.84568 0.00 0.03 -0.01
H -0.54648 -7.49291 1.51014 0.00 0.02 0.02
H -3.29038 1.05790 -5.40041 0.00 0.01 0.02
H 4.75903 -3.37609 -4.69626 -0.01 0.02 0.00
H 1.42368 -5.10190 -2.64321 0.02 -0.03 0.03
H -2.32353 -6.03842 0.59074 0.00 0.01 -0.03
H 0.02322 -0.32229 5.66070 0.01 0.03 0.02
H 1.82642 -6.83176 1.25457 0.00 0.01 -0.01
H -1.07156 3.29025 1.59305 -0.08 0.04 -0.04
H 2.74414 3.21240 -1.79016 0.01 -0.03 0.07
H 0.42375 4.32253 -5.20167 0.00 -0.01 -0.01
H 2.23833 5.81329 -5.95500 0.00 -0.01 0.00
H 4.55131 4.70200 -2.52830 0.00 -0.02 -0.01
H -3.43946 -0.12123 6.61260 -0.02 0.02 0.00
H 2.98333 -0.44315 1.48013 -0.01 -0.05 0.02
H 4.31748 6.00847 -4.62227 0.00 0.00 0.00
H -0.92399 4.62203 -2.56889 0.05 0.09 0.08
H -3.59835 -2.57230 6.06105 0.02 -0.03 -0.03
H -7.47139 -0.48599 1.35997 0.00 0.01 0.00
H 5.00579 3.24957 1.23384 -0.03 -0.02 0.00
H -5.31014 1.50325 -1.75437 0.03 -0.01 0.00
H 6.39635 1.26437 1.87515 -0.03 0.03 0.01
H 5.51472 -0.10509 2.56948 0.00 0.03 0.01
H 2.57224 -1.06594 -1.82408 0.00 0.09 0.02
H -3.17111 1.04044 -0.53965 -0.03 0.03 -0.02
H -0.32483 -2.73817 5.24173 0.00 -0.05 0.02
H -1.57478 2.28875 2.80565 0.00 -0.12 -0.04
```
Positions in Å, forces in eV/Å.

Computed properties:
Net charge   -2
HOMO (spin up / spin down)   -1.963 / -1.973 eV
Energy relative to the best compared isomer or geometry (same formula, charge and spin)   93.8 kJ/mol
Multiplicity   2
DFT total energy   -4658.0407 Eh
LUMO (spin up / spin down)   4.1 / 4.1 eV
<S²>   0.755
Gap between HOMO and LUMO (spin up / spin down)   6.04 / 6.05 eV

Atom charges from the Löwdin analysis, given in e for atoms 1 to 5:
1. Co 0.60
2. S 0.80
3. O 0.00
4. O 0.05
5. O 0.00